This record from the OMol25 dataset describes a single C2H2N4OS molecule. The level of theory is ωB97M-V/def2-TZVPD.

- HOMO level: -0.37520 hartree
- SMILES: [H]/N=c1/nnnc(S)o1
- Charge: 0
- Kohn-Sham gap: 0.3514 Ha

Cartesian coordinates (Å):
C 0.141558 -0.520339 -0.511055
C 0.011899 1.204448 1.053436
H -0.062168 -1.943824 -2.190852
H 1.310314 2.563558 1.418575
N -0.839557 -1.162127 -0.016245
N -1.625339 -0.501179 0.954914
N -1.272432 0.581283 1.449870
N 0.499036 2.078741 1.780814
O 0.667448 0.675174 -0.075707
S 0.947473 -1.068926 -1.941364

Cartesian forces, eV/Å:
C 0.3 0.9 0.1
C -0.3 -1.5 0.3
H 0.5 0.2 0.0
H 0.4 -0.4 0.0
N -0.1 0.3 0.2
N 0.3 0.4 0.2
N 1.0 0.1 -0.7
N -0.5 0.8 0.0
O -1.3 -0.5 0.2
S -0.2 -0.4 -0.3

natural (NBO) population analysis, charges in e, atoms 1 to 6: C 0.403; C 0.584; H 0.173; H 0.368; N -0.410; N 0.065